The following is a DFT calculation (the ωB97M-V functional and the def2-TZVPD basis) of 2 unconnected molecules or ions with the total composition C9H11F4NO5.

Calculated values
Calculated total energy, eV: -32109.84222
Charge: 0
SMILES: N[C@]1(C(F)(F)F)OC(=O)O[C@@H]1CC(=O)F.CC(C)=O
LUMO level, eV: 0.3
Orbital gap, eV: 9.9
Molar mass, Da: 289.18

XYZ file:
```
30
Properties=species:S:1:pos:R:3:forces:R:3:lowdin_charge:R:1
N -0.362 3.037 -0.618 -0.1 -0.2 -0.2 0.16
C 0.001 1.733 -0.122 -0.1 0.3 0.0 -0.38
C -0.014 0.645 -1.213 0.0 0.1 0.2 -0.57
F 0.583 -0.480 -0.819 0.2 -0.3 0.2 0.16
F 0.641 1.082 -2.297 0.3 0.2 -0.2 0.16
F -1.248 0.343 -1.581 -0.5 0.0 -0.1 0.18
O -0.941 1.356 0.874 0.4 -0.3 -0.1 0.13
C -0.356 1.538 2.111 -0.2 0.4 -0.1 -0.51
O -0.812 1.132 3.118 -0.1 0.2 0.1 0.21
O 0.792 2.242 1.949 0.3 -0.6 0.0 0.12
C 1.310 1.757 0.696 -0.2 0.1 0.2 -0.19
C 2.442 2.591 0.140 0.0 -0.1 -0.2 -0.01
C 3.638 2.656 1.065 -0.1 0.0 -0.3 -0.43
O 3.659 2.885 2.216 0.1 0.0 0.2 0.21
F 4.789 2.422 0.377 -0.2 0.1 0.1 0.09
H -1.358 3.049 -0.822 0.0 0.0 0.1 0.11
H 0.116 3.245 -1.490 0.0 0.0 0.1 0.10
H 1.620 0.720 0.872 0.2 0.2 -0.1 0.18
H 2.762 2.129 -0.800 -0.1 0.1 0.1 0.14
H 2.102 3.610 -0.075 0.0 -0.1 0.2 0.15
C -1.465 -3.121 -1.374 0.0 -0.2 -0.1 -0.03
C -1.928 -4.348 -0.624 0.0 0.0 0.0 -0.50
C -2.412 -4.127 0.790 0.0 -0.1 0.0 -0.02
O -1.910 -5.446 -1.127 0.0 0.0 0.0 0.07
H -1.143 -3.404 -2.373 0.0 0.0 0.0 0.08
H -2.278 -2.396 -1.442 0.0 0.0 0.1 0.08
H -0.636 -2.653 -0.843 0.0 0.0 0.0 0.07
H -3.257 -3.436 0.792 0.0 0.0 0.0 0.08
H -1.618 -3.685 1.394 0.0 0.1 0.0 0.08
H -2.716 -5.075 1.226 0.0 0.0 0.0 0.08
```
Positions in Å, forces in eV/Å.